Here is a structure of composition C13H25Cl2N3NbO3Rb at a distorted geometry from the OMol25 dataset. Energies are from ωB97M-V/def2-TZVPD.

The orbital gap (alpha / beta) comes out at 7.616 / 7.614 eV. The calculation puts the highest occupied orbital energy (alpha / beta) at -15.946 / -15.944 eV. The max |F| comes out at 5.8 eV/Å. For the lowest unoccupied orbital energy (alpha / beta), the calculation gives -8.33 / -8.33 eV. As for the net charge: +2. As for the total energy: -1901.27531 Eh.

XYZ file:
```
48
C13H25Cl2N3NbO3Rb | the OMol25 dataset | ωB97M-V/def2-TZVPD
N -1.76743 -0.12144 0.54917
C -2.87919 0.40007 0.84332
O -3.92286 0.84190 1.14804
Rb 0.83396 -2.94510 0.67498
Nb 0.11072 0.39730 0.01728
N 0.17293 -0.51315 -1.81268
N 1.06316 -0.77220 1.36852
C -0.97803 -0.34812 -2.75867
C 0.91306 -0.85241 2.87765
C -1.96666 -1.47610 -2.47037
C -0.52701 -0.40587 -4.21959
C -1.65744 1.00218 -2.54592
C 1.98675 -1.79397 3.45024
C 1.09488 0.53924 3.48096
C -0.48147 -1.39739 3.19416
H -1.50108 -2.45662 -2.64014
H -2.83974 -1.37911 -3.13117
H -2.31357 -1.43402 -1.42941
H 0.24049 0.34965 -4.42321
H -1.38986 -0.18506 -4.86347
H -0.15606 -1.39361 -4.51321
H -2.06307 1.12114 -1.53132
H -2.51366 1.06617 -3.23396
H -0.98037 1.83616 -2.77319
H 1.79039 -2.86457 3.25587
H 1.98314 -1.68275 4.54412
H 2.99618 -1.53671 3.09934
H 2.11309 0.91200 3.30515
H 0.94046 0.48070 4.57098
H 0.37962 1.26160 3.06792
H -1.26865 -0.89427 2.61882
H -0.68043 -1.22039 4.26125
H -0.56423 -2.49061 3.04279
C 2.40313 -0.35400 0.88178
H 2.30109 0.39795 0.04624
H 2.97532 0.13431 1.68570
H 2.99475 -1.21532 0.50881
C 1.24532 -1.42738 -2.25988
H 1.56719 -1.16687 -3.28047
H 2.15580 -1.33922 -1.63838
H 0.91843 -2.48974 -2.27904
Cl 0.23417 5.02059 -1.50224
C -0.58117 4.23478 -0.13027
Cl -2.31363 3.91313 -0.42372
C 0.01382 2.88884 0.15223
O -0.37113 2.19923 1.17275
O 0.76517 2.30486 -0.71795
H -0.47626 4.85422 0.76021
```